ORCA calculation (ωB97M-V/def2-TZVPD) on a cluster of 2 separate species, C6H13N4O2S in total at a distorted geometry.

XYZ file:
```
26
C6H13N4O2S (ωB97M-V/def2-TZVPD)
C -2.9541 -0.6637 -1.5740
C -1.9099 -0.1431 -0.8794
C -2.0506 -2.7232 -1.5729
C -0.8048 -2.2076 -0.7922
C 2.1713 -0.6264 2.6223
C -0.1663 -0.4604 0.6285
N -3.0607 -1.9864 -1.8121
N -0.8353 -0.9359 -0.3431
N 0.7603 2.2045 -0.5732
N -1.8260 1.1483 -0.4703
O 2.3328 -0.5519 -0.0686
O 1.3447 -2.5338 0.9148
S 1.5455 -1.1420 1.0046
H -3.8033 -0.1316 -1.9433
H 1.0742 2.6766 -1.3190
H -2.1599 -3.7709 -1.9039
H -0.5778 -2.9511 0.0093
H 0.0454 -2.2894 -1.5991
H 1.4905 -0.7923 3.4459
H 2.9986 -1.2782 2.8132
H 2.6231 0.3268 2.5922
H -0.3706 0.5303 0.8921
H 0.8133 2.8096 0.2738
H 1.3938 1.3705 -0.4161
H -2.4191 1.7827 -0.8050
H -0.9636 1.7407 -0.5212
```

**Charge**: +1
**Calculated total energy**: -27311.549 eV
**Spin multiplicity**: 3
**Orbital gap (alpha / beta)**: 7.26 / 7.54 eV